No. 1
Computed, not measured: a cluster of 10 separate species, C27H72F2N10O13S2 in total at a distorted geometry, with ωB97M-V with the def2-TZVPD basis set.

Cartesian coordinates (Å):
N1 -0.32 0.15 0.37
S1 -0.71 -1.11 1.28
O1 0.35 -1.53 2.12
O2 -1.58 -2.12 0.76
F1 -1.73 -0.32 2.29
S2 0.70 -0.58 -0.73
O3 0.04 -1.32 -1.76
O4 1.94 -1.09 -0.25
F2 1.18 0.72 -1.52
C1 -5.49 -1.95 2.71
C2 -4.96 -1.03 3.78
O5 -4.12 -1.28 4.57
N2 -5.44 0.44 3.69
H1 -5.60 0.74 2.73
H2 -6.36 0.53 4.15
C3 -4.56 1.46 4.34
H3 -6.18 -1.51 2.01
H4 -5.95 -2.80 3.21
H5 -4.56 -2.21 2.20
H6 -3.54 1.32 3.99
H7 -4.45 1.22 5.39
H8 -4.91 2.43 4.01
C4 -6.51 -3.12 -2.77
C5 -5.28 -2.54 -2.15
O6 -5.22 -1.67 -1.36
N3 -3.95 -3.10 -2.72
H9 -3.75 -3.95 -2.18
H10 -4.12 -3.42 -3.69
C6 -2.83 -2.10 -2.65
H11 -6.68 -2.72 -3.78
H12 -7.38 -2.95 -2.13
H13 -6.41 -4.21 -2.85
H14 -2.73 -1.68 -1.66
H15 -3.07 -1.30 -3.34
H16 -1.90 -2.60 -2.89
C7 0.22 4.11 0.44
C8 -1.13 3.64 0.88
O7 -1.69 4.10 1.81
N4 -1.86 2.52 0.11
H17 -1.24 1.70 -0.12
H18 -2.62 2.08 0.63
C9 -2.38 2.95 -1.24
H19 0.76 4.50 1.30
H20 0.07 4.87 -0.33
H21 0.83 3.34 -0.05
H22 -3.18 3.69 -1.18
H23 -2.71 2.07 -1.79
H24 -1.51 3.34 -1.77
C10 0.86 -5.86 -0.91
C11 0.51 -5.30 0.43
O8 0.77 -4.27 0.95
N5 -0.41 -6.26 1.22
H25 -1.14 -6.63 0.59
H26 0.15 -7.12 1.38
C12 -0.94 -5.77 2.53
H27 -0.04 -6.26 -1.35
H28 1.71 -6.55 -0.89
H29 1.25 -5.05 -1.52
H30 -0.12 -5.31 3.06
H31 -1.43 -6.59 3.04
H32 -1.74 -5.06 2.31
C13 4.97 -1.72 -3.07
C14 3.81 -1.95 -3.98
O9 2.78 -1.37 -4.04
N6 4.07 -3.09 -5.00
H33 4.95 -2.88 -5.49
H34 4.33 -3.94 -4.48
C15 2.90 -3.42 -5.90
H35 4.59 -1.17 -2.22
H36 5.74 -1.17 -3.62
H37 5.44 -2.66 -2.76
H38 2.06 -3.42 -5.22
H39 3.07 -4.35 -6.43
H40 2.79 -2.56 -6.54
C16 4.38 -0.17 4.99
C17 4.06 0.81 3.92
O10 3.25 1.67 3.98
N7 4.88 0.73 2.64
H41 5.34 1.64 2.49
H42 5.73 0.18 2.82
C18 4.07 0.24 1.41
H43 4.56 0.37 5.92
H44 5.21 -0.84 4.76
H45 3.51 -0.78 5.25
H46 3.27 0.95 1.26
H47 3.69 -0.71 1.78
H48 4.89 0.06 0.73
C19 -0.02 1.03 5.53
C20 -0.29 2.37 4.92
O11 -0.12 2.64 3.78
N8 -0.47 3.51 5.93
H49 -1.19 3.23 6.61
H50 0.40 3.45 6.49
C21 -0.63 4.90 5.38
H51 1.01 0.71 5.38
H52 -0.66 0.28 5.06
H53 -0.23 1.03 6.60
H54 -1.48 4.94 4.71
H55 0.35 5.15 5.01
H56 -0.89 5.59 6.19
C22 -1.85 -0.44 -7.63
C23 -1.10 -0.24 -6.35
O12 -0.33 -1.01 -5.88
N9 -1.18 1.15 -5.74
H57 -0.96 1.82 -6.49
H58 -2.18 1.35 -5.61
C24 -0.41 1.36 -4.45
H59 -2.11 -1.50 -7.69
H60 -1.21 -0.20 -8.48
H61 -2.84 0.03 -7.65
H62 0.60 0.98 -4.56
H63 -0.86 0.78 -3.65
H64 -0.52 2.43 -4.31
C25 4.50 5.67 1.51
C26 4.15 4.43 0.78
O13 3.46 3.55 1.20
N10 4.60 4.42 -0.69
H65 5.19 5.25 -0.86
H66 5.22 3.62 -0.83
C27 3.44 4.38 -1.65
H67 5.29 5.62 2.27
H68 3.61 6.04 2.02
H69 4.89 6.45 0.85
H70 2.80 5.22 -1.41
H71 2.89 3.46 -1.47
H72 3.86 4.41 -2.65

Calculated values
Energy relative to the best compared isomer or geometry (same formula, charge and spin): 0.00 kJ/mol
Total charge: +8
Frontier orbital gap: 10.56 eV
E_HOMO: -26.6 eV
Total energy: -3590.0169 Ha
Strongest force on any atom: 3.96 eV/Å

Here are the Mulliken charges for atoms 1 to 4, given in e:
1 N -0.41
2 S 0.87
3 O -0.53
4 O -0.58

***

No. 2
Computed, not measured: an isolated molecule of C3H7NOS at a distorted geometry, with ωB97M-V with the def2-TZVPD basis set.

Cartesian coordinates (Å):
C1 -0.67 2.05 -0.02
C2 0.10 -0.81 0.09
C3 0.94 -1.45 1.05
H1 -1.44 1.52 0.83
H2 -0.94 1.78 -1.22
H3 -0.21 3.21 -0.02
H4 0.74 -1.17 2.05
H5 0.92 -2.69 1.14
H6 2.04 -1.30 0.90
H7 -1.16 -0.60 -2.42
N1 -0.35 -1.28 -1.04
O1 -0.53 -0.17 -1.89
S1 0.56 0.91 0.53

Calculated values
Energy relative to the best compared isomer or geometry (same formula, charge and spin): 522.37 kJ/mol
Total charge: 0
Frontier orbital gap: 9.18 eV
E_HOMO: -8.5 eV
Total energy: -646.5130 Ha
Strongest force on any atom: 6.92 eV/Å

Here are the Mulliken charges for atoms 1 to 4, given in e:
1 C -0.59
2 C 0.66
3 C -1.13
4 H 0.22

***

No. 3
Computed, not measured: a cluster of 3 separate species, C16H30INO7 in total at a distorted geometry, with ωB97M-V with the def2-TZVPD basis set.

Cartesian coordinates (Å):
C1 -4.81 -2.23 0.62
C2 -3.21 -2.55 0.76
C3 -2.40 -1.88 -0.45
I1 -0.57 -0.98 0.34
C4 -2.10 -2.85 -1.68
C5 -1.28 -4.00 -1.82
C6 -0.39 -4.67 -0.68
N1 1.04 -4.25 -0.67
C7 -1.44 -4.42 -3.36
O1 -1.14 -5.55 -3.83
O2 -2.03 -3.33 -4.10
C8 -2.74 -2.59 -3.11
O3 -3.70 -1.80 -3.22
H1 -5.05 -2.12 -0.50
H2 -5.43 -3.07 1.11
H3 -5.06 -1.24 1.16
H4 -2.88 -2.02 1.73
H5 -3.01 -3.66 0.92
H6 -3.07 -1.04 -0.86
H7 -0.46 -5.82 -0.85
H8 -0.87 -4.44 0.33
H9 1.14 -3.23 -0.53
H10 1.55 -4.59 -1.49
C9 0.12 1.50 -3.58
O4 0.62 1.85 -2.30
C10 1.40 3.04 -2.32
C11 0.60 4.24 -1.81
O5 -0.47 4.56 -2.70
C12 -1.73 4.09 -2.23
H11 -0.64 0.73 -3.45
H12 -0.32 2.35 -4.09
H13 0.93 1.08 -4.19
H14 1.79 3.23 -3.33
H15 2.25 2.88 -1.66
H16 1.26 5.11 -1.77
H17 0.22 4.05 -0.80
H18 -2.07 4.71 -1.40
H19 -1.67 3.05 -1.91
H20 -2.44 4.17 -3.05
C13 3.68 2.31 5.39
O6 4.35 1.69 4.30
C14 3.96 0.34 4.11
C15 2.97 0.20 2.95
O7 1.73 0.83 3.26
C16 1.60 2.10 2.63
H21 3.85 3.39 5.32
H22 2.61 2.12 5.36
H23 4.10 1.95 6.33
H24 3.54 -0.08 5.03
H25 4.86 -0.23 3.87
H26 2.76 -0.86 2.80
H27 3.40 0.60 2.03
H28 1.40 1.97 1.56
H29 2.49 2.72 2.77
H30 0.75 2.62 3.08

Calculated values
Energy relative to the best compared isomer or geometry (same formula, charge and spin): 353.09 kJ/mol
Total charge: 0
Frontier orbital gap: 8.28 eV
E_HOMO: -9.3 eV
Total energy: -1506.6106 Ha
Strongest force on any atom: 5.49 eV/Å

Here are the Mulliken charges for atoms 1 to 4, given in e:
1 C -0.99
2 C -0.28
3 C -0.87
4 I 0.18

***

No. 4
Computed, not measured: a cluster of 2 separate species, C6H14N2O2 in total at a distorted geometry, with ωB97M-V with the def2-TZVPD basis set.

Cartesian coordinates (Å):
C1 -0.31 -1.55 -0.16
C2 1.39 2.61 0.90
C3 0.70 -1.80 -1.17
C4 -1.71 -1.97 -0.47
C5 0.02 -1.22 1.24
N1 0.75 1.70 -0.04
N2 1.59 0.91 -0.76
C6 -0.59 1.59 -0.20
O1 -1.33 2.43 0.59
O2 -1.09 0.82 -1.01
H1 -2.26 2.22 0.40
H2 1.08 0.73 -1.62
H3 0.66 2.97 1.62
H4 1.82 3.45 0.36
H5 2.18 2.06 1.42
H6 1.00 -2.85 -1.18
H7 0.40 -1.54 -2.19
H8 1.60 -0.98 -1.00
H9 -2.42 -1.72 0.32
H10 -1.73 -3.06 -0.60
H11 -2.07 -1.53 -1.39
H12 -0.74 -1.55 1.96
H13 0.06 -0.13 1.42
H14 1.00 -1.59 1.55

Calculated values
Energy relative to the best compared isomer or geometry (same formula, charge and spin): 482.46 kJ/mol
Total charge: 0
Frontier orbital gap (alpha / beta): 5.89 / 9.20 eV
E_HOMO (alpha / beta): -6.3 / -8.6 eV
Total energy: -496.8738 Ha
Strongest force on any atom: 3.75 eV/Å

Here are the Mulliken charges for atoms 1 to 4, given in e:
1 C 1.14
2 C -0.89
3 C -1.37
4 C -1.44